Computed, not measured: a cluster of 11 separate species, C15H12Cl41N2O3P in total at a distorted geometry, with ωB97M-V/def2-TZVPD.

The geometry in ORCA input format:
```
! wB97M-V def2-TZVPD RIJCOSX def2/J DEFGRID3
* xyz 0 1
Cl -7.10990 -7.92774 -0.06770
Cl -10.07484 -6.90103 -4.48596
Cl 6.85645 9.15339 -2.11349
Cl 4.26288 -0.25963 -1.30058
Cl 3.38757 -2.95400 -1.85353
Cl -12.01837 -7.96691 -2.64169
Cl -9.45157 -7.06141 -1.67045
Cl -3.25386 -4.98262 7.03534
Cl 8.37149 4.31702 -0.07370
Cl 8.24158 2.70955 -2.47507
Cl -11.40183 -5.15441 -2.61893
Cl -0.92366 1.90865 4.72778
Cl 0.53207 0.15953 6.48855
Cl -6.85670 -7.89822 2.80735
Cl 5.40435 1.35503 -7.15962
Cl -1.93681 -0.72706 5.29822
Cl -15.49250 -3.69301 -6.77253
Cl 5.69868 1.54105 -4.29993
Cl -13.78834 -2.26123 -4.93762
Cl -16.20928 -3.50594 -3.98495
Cl -6.02261 -5.61152 1.25881
Cl 10.77316 3.15022 -1.15960
Cl 8.12123 10.98135 -3.95220
Cl 6.06868 -2.46351 -0.89863
Cl -2.50282 -4.70397 1.72393
Cl -13.96714 -5.13043 -4.78631
Cl -3.57888 -3.34102 4.68474
Cl 9.05806 8.26206 -3.74261
Cl -0.65358 -2.50646 1.93395
Cl 6.50237 8.81468 -4.95536
Cl -4.49813 -8.05683 1.15757
Cl 7.94269 0.76024 -5.92260
Cl -5.89192 -4.17136 6.19300
Cl -4.40230 -6.08756 4.63066
Cl 9.45271 5.31515 -2.54849
Cl 6.98402 3.48026 -6.01173
Cl -0.16903 -4.94453 3.39247
Cl 4.92236 3.49312 3.37423
Cl 0.11181 -4.90744 0.52045
Cl 5.32386 -1.66741 -3.56867
Cl -1.97660 1.30418 7.34850
P 0.57655 0.83430 1.47491
O 1.74039 0.62955 2.36375
O 2.68894 2.67954 0.18541
O 1.07559 3.40695 -1.17355
N -1.13823 4.24336 0.89944
N 0.32613 2.34561 0.73100
C 6.50604 1.78794 -5.84925
C -0.19287 3.39799 1.63089
C 4.76356 -1.84086 -1.90802
C -4.28441 -4.64779 5.64224
C 7.63294 9.30528 -3.69169
C 3.08664 3.19878 1.46326
C 5.30695 1.81700 1.25880
C -10.73529 -6.76969 -2.85299
C -0.80301 -4.27096 1.88932
C 9.20996 3.86913 -1.56115
C -14.86557 -3.65035 -5.12196
C -6.12156 -7.37593 1.28989
C 4.60955 3.12396 1.64173
C -1.07659 0.65765 5.97545
C 1.37002 2.84775 -0.14652
H 5.06716 3.95896 1.11018
H 2.76739 4.24462 1.54142
H -1.67515 4.80977 1.54507
H 4.81137 1.28761 0.45181
H 0.58086 -0.04735 0.39112
H 6.31520 2.04444 0.90409
H 5.37944 1.15293 2.11800
H -0.63196 4.84967 0.26287
H 0.61781 4.00336 2.04889
H -0.72222 2.94819 2.47145
H 2.61384 2.64721 2.27607
H -0.63480 0.69113 2.16451
*
```

Output
- molar mass (u) = 1752.8
- Kohn-Sham gap (hartree) = 0.3722
- highest occupied orbital energy (eV) = -10.072
- F_max (eV Å⁻¹) = 1.6
- structure (SMILES) = C[C@H](Cl)COC(=O)N(CN)[PH2]=O.ClC(Cl)(Cl)Cl.ClC(Cl)(Cl)Cl.ClC(Cl)(Cl)Cl.ClC(Cl)(Cl)Cl.ClC(Cl)(Cl)Cl.ClC(Cl)(Cl)Cl.ClC(Cl)(Cl)Cl.ClC(Cl)(Cl)Cl.ClC(Cl)(Cl)Cl.ClC(Cl)(Cl)Cl

Computed, not measured: a cluster of 3 separate species, C5H10O in total at a distorted geometry, with ωB97M-V/def2-TZVPD.

The geometry in ORCA input format:
```
! wB97M-V def2-TZVPD RIJCOSX def2/J DEFGRID3
* xyz 0 1
O -0.24001 -0.62176 0.77303
C 1.99066 -0.41360 0.09206
C -0.19872 0.20931 -0.16180
C -0.53108 -0.11273 -1.58405
C 2.70201 0.43103 0.79773
C -2.38575 -0.15853 0.97847
H -1.45673 0.39596 -1.86614
H 3.79449 0.39807 0.83631
H -2.63514 0.86597 0.72404
H -2.80290 -0.92909 0.34451
H 0.26805 0.26797 -2.22536
H 2.24537 1.24989 1.35023
H -0.63636 -1.18662 -1.72228
H -0.11884 1.28343 0.07087
H -2.29041 -0.37246 2.03220
H 2.29534 -1.30686 -0.43982
*
```

Output
- molar mass (u) = 86.1
- Kohn-Sham gap (alpha / beta) (hartree) = 0.3283 / 0.2834
- energy relative to the best compared isomer or geometry (same formula, charge and spin) (kJ/mol) = 670.7
- highest occupied orbital energy (alpha / beta) (eV) = -8.061 / -7.488
- F_max (eV Å⁻¹) = 1.9

Computed, not measured: a structure of composition C42H50BiN2O4P2STe, with ωB97M-V/def2-TZVPD.

The geometry in ORCA input format:
```
! wB97M-V def2-TZVPD RIJCOSX def2/J DEFGRID3
* xyz 1 1
Bi -0.39632 -0.06877 -0.14206
Te -2.24391 2.05346 1.08859
S -2.55848 -1.30529 -0.81282
P 3.11633 0.63056 -0.79541
P 1.89016 3.04455 0.48554
O 0.41562 -2.06647 -1.02933
O -0.77427 -0.82713 1.74403
O 0.54438 2.53270 0.03623
O 2.30666 0.03867 0.32574
N -1.09716 -3.63891 -0.21771
N -3.34200 -3.76528 -0.37702
C 0.12400 -0.61708 2.84666
C 7.00743 -0.08514 -1.73797
C 4.78946 0.00128 -0.80934
C 3.48325 2.01832 2.57145
C 3.22062 2.43164 -0.58034
C 2.16550 -6.18676 0.52646
C -5.28860 -3.26502 -1.84460
C 3.71384 1.74333 3.91225
C 2.20287 -0.98033 -4.40481
C 1.46707 1.26657 -2.93777
C 2.87589 5.56704 1.15700
C 5.71413 0.40861 -1.77286
C -4.24359 1.67198 0.51585
C 2.54342 -3.50439 -0.08670
C -0.70381 -0.70756 4.11158
C 2.42248 0.38097 -2.42703
C 2.05184 7.59891 0.17388
C -2.21360 3.95500 0.19504
C 1.26406 -4.05197 -0.11981
C 1.07664 -5.39397 0.19345
C 2.30295 2.64400 2.17990
C 1.12420 5.48774 -0.50587
C 1.16133 6.87242 -0.60531
C 1.98605 4.83058 0.37476
C 2.90936 6.94935 1.05206
C -4.72157 -3.26178 -0.43389
C -2.24666 -3.00517 -0.44164
C 1.24022 -1.64661 2.82108
C 1.36142 3.00822 3.14581
C -3.21266 -5.22499 -0.20842
C 2.76887 2.09709 4.86564
C 5.16111 -0.90350 0.18296
C 1.59357 2.73405 4.48444
C 6.46148 -1.39681 0.21102
C 0.11931 -3.16757 -0.49120
C 7.37910 -0.98767 -0.74507
C 0.89348 1.02934 -4.17825
C 1.26786 -0.08877 -4.91352
C 2.77974 -0.74944 -3.16467
C 3.63027 -4.29538 0.25180
C 3.44148 -5.63874 0.55509
C -3.10704 -5.62079 1.25530
H 0.49283 7.38481 -1.28547
H -4.48362 0.64701 0.78680
H 4.18989 2.70968 -0.16108
H -1.16853 -1.69516 4.17793
H 6.75608 -2.10052 0.97964
H 3.50313 -1.45400 -2.77008
H 1.90537 -1.50741 3.67774
H 1.83818 -1.56235 1.91172
H -1.49379 0.04538 4.11659
H 0.55987 0.38645 2.79070
H 3.59670 7.52096 1.66201
H -4.74122 -2.56936 -2.48210
H 2.94813 1.87470 5.91008
H 0.44380 3.50447 2.84802
H 1.15306 2.12736 -2.35800
H 4.43042 -1.21292 0.92229
H -5.22919 -4.25877 -2.29150
H 2.48144 -1.85853 -4.97272
H -2.97676 -6.70083 1.34305
H -3.02002 4.53182 0.64432
H 0.15732 1.71770 -4.57294
H 0.81201 -2.65285 2.87197
H 5.42220 1.10165 -2.55559
H 8.39104 -1.37270 -0.72146
H 0.07664 -5.80696 0.16923
H -2.25040 -5.12735 1.71563
H -2.34976 3.86730 -0.87990
H 0.85990 3.01596 5.22968
H 2.07373 8.67884 0.10234
H 2.66450 -2.45175 -0.31383
H -1.24637 4.40008 0.41472
H -4.74763 -2.26271 -0.00848
H 0.42276 4.91163 -1.09842
H 3.53472 5.06362 1.85582
H 4.62926 1.24940 4.21134
H -6.33749 -2.96569 -1.82759
H -2.34317 -5.56113 -0.76321
H 0.83005 -0.26380 -5.88851
H -5.30744 -3.90910 0.21914
H -4.88409 2.36878 1.04900
H 4.28945 -6.25999 0.81515
H 2.01950 -7.23248 0.76456
H -4.00809 -5.34475 1.80701
H 4.22602 1.72494 1.84015
H 3.11412 2.93276 -1.54306
H -4.09739 -5.66359 -0.67048
H -4.32769 1.80691 -0.55863
H 7.72646 0.22629 -2.48459
H -0.07533 -0.55835 4.99365
H 4.62463 -3.86652 0.27727
*
```

Output
- molar mass (u) = 1077.5
- Kohn-Sham gap (hartree) = 0.3042
- energy relative to the best compared isomer or geometry (same formula, charge and spin) (kJ/mol) = 0.0
- highest occupied orbital energy (eV) = -10.354
- F_max (eV Å⁻¹) = 0.6

Computed, not measured: a cluster of 15 separate species, H31O15 in total at a distorted geometry, with ωB97M-V/def2-TZVPD.

The geometry in ORCA input format:
```
! wB97M-V def2-TZVPD RIJCOSX def2/J DEFGRID3
* xyz 1 1
O -1.27571 -2.11004 -3.17009
O 2.08870 1.87136 -1.52115
O -1.36701 -1.68316 -0.42986
O -0.83607 2.39069 -2.03934
O -1.24670 -0.67757 2.32938
O -3.74372 1.77403 2.25317
O 0.87845 -1.77855 -1.77474
O 1.48551 3.34162 1.07608
O -0.69564 2.20672 2.41915
O 2.18594 0.04304 2.78871
O 0.35036 0.38840 -0.22057
O -3.32431 -3.09730 -1.97203
O 0.62879 0.28340 -3.00742
O -0.23414 -3.83649 2.46232
O 3.87649 0.25631 -0.09837
H -2.96021 -2.73502 -1.20242
H -3.68375 2.59372 1.72204
H -2.11942 -1.90632 -2.80803
H 4.74784 0.30760 0.35479
H 2.95550 1.54151 -1.59465
H 0.11552 0.95714 0.59615
H 0.23278 2.35849 2.51388
H 1.82495 3.94485 1.72991
H 1.29225 -1.14654 -1.10264
H -1.36936 -2.31347 -4.08527
H 2.18971 -0.58799 3.51102
H -1.65039 2.81623 -1.92872
H 2.01695 2.56918 -0.83999
H -1.06860 1.51025 2.91499
H -1.18822 -2.47899 0.04633
H -0.44888 -2.97300 2.32031
H -0.36760 -0.68117 2.65153
H -1.19206 -1.02694 0.25632
H -0.22753 2.52209 -1.22183
H -0.35589 0.59713 -2.75444
H -0.01153 -1.85897 -1.27641
H -1.43118 -1.55542 2.64069
H -2.67700 -3.71318 -2.35683
H 2.74252 -0.36295 1.98368
H -3.04389 1.47685 2.84334
H 3.86606 0.95801 -0.71751
H 0.58415 3.60395 0.95720
H 0.51995 1.05958 -0.90757
H 0.62935 -1.14950 -2.63185
H 1.34825 0.59284 -2.39839
H -0.04119 -4.29244 1.68916
*
```

Output
- molar mass (u) = 271.2
- Kohn-Sham gap (hartree) = 0.3868
- energy relative to the best compared isomer or geometry (same formula, charge and spin) (kJ/mol) = 424.2
- highest occupied orbital energy (eV) = -13.654
- F_max (eV Å⁻¹) = 4.0